1.
Below is 3 unconnected molecules or ions with the total composition C5H16NO in a non-equilibrium geometry, with properties calculated with ωB97M-V/def2-TZVPD.

Last column: Löwdin charge in e.
Geometry (Å):
C -2.50134 -0.93156 0.54332  -0.044
C -1.60715 -0.66017 -0.60440  -0.116
C -1.26179 0.83470 -0.80747  -0.112
C 0.11305 1.37854 -0.30178  -0.209
C 0.39758 1.23280 1.17746  -0.084
N 3.49620 -0.31376 -0.51514  0.037
H -3.45664 -0.39731 0.47977  0.128
H -2.76825 -1.99261 0.54912  0.101
H -2.02505 -0.67270 1.49150  0.105
H -0.52145 -1.22926 -0.50846  0.173
H -1.88758 1.47904 -0.16856  0.154
H -1.40962 1.05820 -1.86644  0.136
H 0.22557 2.42808 -0.56991  0.127
H 0.85600 0.77279 -0.82760  0.095
H -0.32661 1.83748 1.73193  0.092
H 1.40071 1.47060 1.53727  0.102
H 0.24137 0.18073 1.42493  0.048
H 2.74632 -1.01043 -0.45936  -0.026
H -1.91405 -0.80754 -1.64382  0.153
H 4.02115 -0.44166 -1.37227  0.026
H 4.10921 -0.37406 0.28808  0.023
H 1.17355 -2.33688 0.43184  0.092
O 0.89886 -1.50503 -0.01002  0.000

Summary:
F_max = 6.1 eV Å⁻¹
energy above the lowest of the compared OMol25 structures with the same formula, charge and spin = 189.0 kcal/mol
net charge = +1
2S+1 = 1
LUMO energy = -9.8 eV

***

2.
Below is a molecular structure, C10H8N3O6Yb in a non-equilibrium geometry, with properties calculated with ωB97M-V/def2-TZVPD.

Last column: Löwdin spin population.
Geometry (Å):
O -5.29859 -2.16451 -0.46447  0.000
C -4.45933 -1.52060 -0.05404  0.000
Yb 0.00000 0.00000 0.00000  0.994
O -2.52563 0.58473 1.50150  0.005
C -1.54132 0.38383 0.94597  0.002
C 1.27660 -0.66180 -1.16182  0.000
O 2.02992 -1.10563 -1.90590  -0.002
C -0.54182 1.18445 -1.31187  -0.002
O -0.91002 1.87883 -2.14871  -0.005
C 0.27655 -1.46317 1.09555  0.001
O 0.41281 -2.40126 1.74318  -0.002
H -0.94796 -0.99590 -0.77321  0.005
C 5.07325 1.14149 2.09176  0.000
N 3.73386 1.69631 1.85677  0.000
C 3.46949 2.99312 2.17451  0.000
C 2.21299 3.53211 1.93841  0.000
C 1.21849 2.73573 1.36307  0.000
N 1.48948 1.42991 1.04726  0.000
C 2.74387 0.91056 1.30059  0.000
O 2.98127 -0.25038 1.01838  0.002
N -0.04874 3.31628 1.10774  0.000
H 5.76295 1.89458 2.53081  0.000
H 5.51063 0.79842 1.12930  0.000
H 5.00855 0.27962 2.78931  0.000
H 4.23634 3.62461 2.60831  0.000
H 2.01927 4.56693 2.19057  0.000
H -0.22834 4.30212 1.34748  0.000
H -0.81382 2.78810 0.68130  0.000

Summary:
⟨S²⟩ = 0.77
F_max = 19.1 eV Å⁻¹
energy above the lowest of the compared OMol25 structures with the same formula, charge and spin = 371.8 kcal/mol
net charge = +2
2S+1 = 2
LUMO energy (spin up / spin down) = -11.8 / -11.8 eV

***

3.
Below is C2H4N2OS in the gas phase in a non-equilibrium geometry, with properties calculated with ωB97M-V/def2-TZVPD.

Last column: Löwdin charge in e.
Geometry (Å):
O 2.49626 0.21384 -0.19548  0.015
C 1.67330 -0.70221 -0.03735  -0.276
N 0.32720 -0.51955 0.37330  -0.011
N -0.27748 0.65691 0.09668  -0.095
C -1.55898 0.78526 0.09238  -0.687
S -2.62659 -0.47194 -0.10640  0.585
H 1.80072 -1.81748 -0.03752  0.138
H -0.37469 -1.32315 -0.01613  0.126
H 0.35922 1.38140 -0.13467  0.147
H -1.81896 1.79692 -0.03482  0.058

Summary:
F_max = 4.4 eV Å⁻¹
energy above the lowest of the compared OMol25 structures with the same formula, charge and spin = 56.9 kcal/mol
net charge = 0
2S+1 = 1
LUMO energy = 0.3 eV

***

4.
Below is a molecular structure, C38H34CoF12N2O4P in a non-equilibrium geometry, with properties calculated with ωB97M-V/def2-TZVPD.

Last column: Löwdin charge in e.
Geometry (Å):
Co 0.29734 -0.37136 -0.59591  0.604
C -0.52345 2.64721 -6.67111  -0.054
C -0.49975 2.35373 -5.19054  -0.271
C -0.36732 3.36781 -4.23738  -0.035
C -0.28974 3.09472 -2.89399  0.005
C -0.31312 1.76586 -2.39661  -0.206
N -0.04085 1.43618 -1.10901  0.015
C 0.23914 2.45188 -0.17702  -0.222
C 1.35252 3.27659 -0.29790  -0.017
C 1.56109 4.32804 0.57347  -0.024
C 0.65435 4.58829 1.59466  -0.265
C 0.84892 5.74254 2.54554  -0.042
C -0.42109 3.72249 1.75343  0.019
C -0.62860 2.63452 0.90685  -0.045
C -1.72748 1.58490 1.15059  -0.189
O -1.20705 0.27772 1.00339  0.009
C -2.33379 1.68826 2.59637  -0.562
F -1.38345 1.81087 3.53202  0.153
F -3.02777 0.59433 2.91044  0.170
F -3.14507 2.74338 2.72086  0.172
C -2.94744 1.74097 0.18161  -0.542
F -4.02031 1.07289 0.63087  0.168
F -2.71912 1.29893 -1.03973  0.196
F -3.28353 3.03516 0.09830  0.172
C -0.62492 0.77391 -3.33265  -0.089
C -0.66461 1.07677 -4.70087  0.002
C -0.99891 -0.61363 -2.87380  -0.356
O -1.12819 -0.92945 -1.56801  -0.164
C 0.07240 -1.58671 -3.40699  -0.206
F 0.02614 -2.83235 -3.01783  0.202
F 0.84844 -1.41220 -4.44068  0.248
F 1.20377 -0.91409 -2.12888  -0.182
C -2.35936 -1.08578 -3.54965  -0.538
F -2.84752 -2.15491 -2.91614  0.165
F -3.26310 -0.12847 -3.51873  0.204
F -2.15597 -1.46713 -4.83671  0.139
H 0.01639 3.56683 -6.89690  0.073
H -1.54537 2.76894 -7.04062  0.079
H -0.06498 1.83866 -7.24151  0.074
H -0.30937 4.40063 -4.56502  0.114
H -0.18511 3.91299 -2.19868  0.108
H 2.06104 3.05925 -1.08667  0.138
H 2.44268 4.94856 0.46155  0.121
H 1.54773 6.47303 2.13965  0.076
H 1.24735 5.39865 3.50307  0.082
H -0.09630 6.24771 2.74698  0.081
H -1.10128 3.91866 2.56950  0.119
H -0.87303 0.29530 -5.42123  0.120
C 1.79495 -2.97053 1.51145  -0.195
P 0.45839 -2.54982 0.33695  1.079
C 0.72470 -3.98699 -0.75110  -0.347
C 0.15199 -5.22962 -0.48774  -0.074
C 0.52001 -6.33917 -1.23540  -0.074
C 1.47365 -6.21961 -2.23707  -0.077
C 2.05712 -4.98706 -2.49471  -0.068
C 1.68811 -3.87314 -1.75302  -0.119
C -1.08691 -2.83938 1.23660  -0.358
C -1.14872 -2.70231 2.61931  -0.092
C -2.36469 -2.79570 3.28155  -0.076
C -3.52768 -3.02540 2.56437  -0.073
C -3.47464 -3.16663 1.18331  -0.057
C -2.26238 -3.07131 0.52026  -0.085
H 1.62742 -3.98453 1.87590  0.064
H 1.88706 -2.30082 2.35483  0.022
H 2.73095 -2.93332 0.95478  0.065
H -0.59258 -5.32888 0.29304  0.107
H 0.06636 -7.30036 -1.03004  0.105
H 1.77109 -7.09011 -2.80772  0.105
H 2.80184 -4.89108 -3.27494  0.110
H 2.14547 -2.90865 -1.94303  0.105
H -0.24859 -2.52262 3.19305  0.094
H -2.40215 -2.68343 4.35766  0.108
H -4.47703 -3.09251 3.08004  0.107
H -4.38202 -3.33868 0.61863  0.110
H -2.22734 -3.16146 -0.55818  0.102
O 3.64262 1.20197 0.56009  0.078
C 2.62015 0.82403 1.09150  -0.567
O 1.74049 0.02147 0.56281  -0.155
C 2.27574 1.34356 2.49545  -0.215
N 1.20083 0.54592 3.11817  -0.018
C 1.49779 0.48486 4.55313  -0.203
C 3.02226 0.41146 4.62742  -0.169
C 3.46103 1.34700 3.49277  -0.113
H 1.92520 2.36625 2.33671  0.126
H 1.29920 -0.37537 2.72289  0.057
H -0.60166 0.15259 1.79636  0.117
H 0.98949 -0.36124 5.01779  0.111
H 1.13276 1.39676 5.02972  0.114
H 3.35741 -0.61239 4.43935  0.105
H 3.40926 0.71759 5.59967  0.105
H 4.37781 1.03551 2.99640  0.109
H 3.62283 2.35214 3.88256  0.110

Summary:
F_max = 2.5 eV Å⁻¹
energy above the lowest of the compared OMol25 structures with the same formula, charge and spin = 9.1 kcal/mol
net charge = 0
2S+1 = 1
LUMO energy (spin up / spin down) = -0.6 / -0.9 eV

***

Q: Look up the 2S+1 of the first one.
A: 1